CH2F6O2SSi2 | wB97M-V/def2-TZVPD

- strongest force on any atom (eV/Å) = 3.1
- energy (eV) = -48061.807
- HOMO level (alpha / beta) (eV) = -9.765 / -9.559
- energy above the lowest of the compared OMol25 structures with the same formula, charge and spin (kJ/mol) = 200.89

Positions of all 14 atoms, in Å:
C -0.03173 -2.26817 -0.69802
O -1.23595 0.03080 -1.04020
O -1.34264 -1.05923 1.17079
F 0.98965 -1.52237 -0.31409
F -0.00004 -2.39727 -2.03273
F 0.02382 -3.43245 -0.16593
F 1.10985 3.08309 1.36329
F -1.02723 2.09483 2.27995
F 1.11384 1.02912 2.54313
Si -0.05284 1.19453 -0.84831
Si 0.23450 1.78935 1.39338
S -1.63044 -1.34353 -0.22088
H 2.34530 0.67454 -1.50684
H -0.49608 2.12675 -1.92352

Atomic forces in eV per Å
-0.7201 1.6327 -1.5238
-0.1156 -1.0776 -0.1598
-0.3181 -0.0117 0.6116
0.3277 0.0206 0.2495
0.0611 0.0249 -0.0481
-0.0194 -1.5739 1.0098
0.2686 1.2530 -0.8534
-0.9762 0.1378 -0.5292
-0.6167 -0.5346 -1.6453
2.1583 -0.6412 -1.0026
1.2896 -0.6478 2.7299
1.0808 0.8059 -0.1756
-2.6826 0.5356 0.7346
0.2627 0.0764 0.6026